Computed, not measured: a cluster of 2 separate species, C4H11NOSi in total, with ωB97M-V/def2-TZVPD.

Output
HOMO, eV: -9.5951
Kohn-Sham gap, eV: 10.241
Energy relative to the best compared isomer or geometry (same formula, charge and spin), eV: 1.368
SMILES: C/C(O)=N/[SiH3].C=C
E, hartree: -578.45848

Last column: Mulliken charge in e.
Geometry (Å):
C: -0.33 1.99 -0.60  -1.2950
C: -0.92 0.83 0.16  0.7220
O: -0.95 0.97 1.51  -0.5123
N: -1.34 -0.19 -0.43  -0.2172
Si: -2.09 -1.64 0.12  0.2900
H: -0.39 1.79 -1.66  0.2799
H: -0.89 2.90 -0.37  0.4645
H: 0.71 2.13 -0.32  0.3384
H: -0.57 1.81 1.79  0.3186
H: -1.26 -2.70 -0.45  -0.1247
H: -3.41 -1.60 -0.51  -0.1170
H: -2.23 -1.83 1.56  -0.1201
C: 2.82 -0.52 0.16  -0.4912
C: 1.73 -0.97 -0.42  -0.4811
H: 3.38 0.33 -0.21  0.2672
H: 3.21 -0.98 1.06  0.2331
H: 1.33 -0.52 -1.32  0.2876
H: 1.19 -1.82 -0.04  0.1572

Computed, not measured: the molecule C2H3N3O at a distorted geometry, with ωB97M-V/def2-TZVPD.

Output
HOMO, eV: -9.5604
Kohn-Sham gap, eV: 10.190
Energy relative to the best compared isomer or geometry (same formula, charge and spin), eV: 1.778
SMILES: O=c1[nH]cn[nH]1
E, hartree: -317.46697

Last column: Mulliken charge in e.
Geometry (Å):
O: 1.92 -1.36 0.40  -0.5532
C: 0.90 -0.70 0.35  0.4310
N: 0.39 -0.10 -0.81  -0.0612
C: -0.78 0.54 -0.51  -0.0258
N: -1.17 0.31 0.69  -0.5137
N: -0.11 -0.43 1.34  -0.2387
H: 0.81 -0.17 -1.72  0.1838
H: -1.32 1.19 -1.17  0.4019
H: -0.24 0.52 1.83  0.3758

Computed, not measured: the molecule C3H6O2Si at a distorted geometry, with ωB97M-V/def2-TZVPD.

Output
HOMO (alpha / beta), eV: -9.3057 / -9.3064
Kohn-Sham gap (alpha / beta), eV: 6.956 / 6.959
Energy relative to the best compared isomer or geometry (same formula, charge and spin), eV: 4.247
E, hartree: -557.75256

Last column: Mulliken charge in e.
Geometry (Å):
C: 1.78 0.92 0.73  0.4491
C: 1.49 2.04 1.34  -0.3586
C: -1.32 -1.08 -0.47  -0.9927
O: 1.20 0.16 -0.09  -0.2543
O: -1.01 1.61 0.41  -0.5887
Si: -0.43 0.60 -0.60  0.4004
H: 2.99 0.92 0.85  0.2408
H: 1.74 2.42 2.28  0.3340
H: -2.29 -0.98 -0.81  0.3404
H: -0.88 -1.86 -1.21  0.2669
H: -1.33 -1.34 0.50  0.2815
H: -0.29 0.95 -2.16  -0.1188

Computed, not measured: a cluster of 6 separate species, C15H28F3NO13 in total at a distorted geometry, with ωB97M-V/def2-TZVPD.

Output
HOMO, eV: -8.6779
Kohn-Sham gap, eV: 7.627
Energy relative to the best compared isomer or geometry (same formula, charge and spin), eV: 0.000
E, hartree: -1920.51461

Last column: Mulliken charge in e.
Geometry (Å):
N: 4.55 -2.88 0.61  -0.3863
H: 5.16 -3.67 0.12  0.4404
H: 3.76 -2.64 0.13  0.1238
H: 4.96 -1.98 0.57  0.3521
H: 4.22 -3.19 1.62  0.3617
O: 2.70 -0.64 1.05  -0.5579
H: 2.30 0.12 0.70  -0.1733
C: 0.32 -2.47 3.49  -0.2503
C: 1.76 -2.77 3.67  0.7727
O: 1.91 -3.76 2.70  -0.3821
C: 0.73 -4.11 2.18  0.7674
O: 0.63 -5.10 1.44  -0.6100
O: -0.26 -3.38 2.57  -0.3102
F: 2.05 -3.10 4.96  -0.3375
H: 0.35 -1.53 2.91  -0.0638
H: -0.25 -2.34 4.33  0.3978
H: 2.48 -1.97 3.34  -0.0086
C: 4.51 1.83 1.86  -0.0946
C: 3.44 2.40 0.97  0.3864
O: 4.10 3.36 0.17  -0.3688
C: 5.39 3.37 0.55  0.5727
O: 6.25 4.11 0.05  -0.6004
O: 5.66 2.46 1.46  -0.3072
F: 2.53 3.04 1.65  -0.3368
H: 4.50 0.81 1.85  0.1111
H: 4.36 2.17 2.96  0.2215
H: 2.91 1.73 0.38  0.3515
C: 0.12 -1.44 -0.66  0.2219
C: -0.75 -0.62 -1.72  0.3679
O: -1.55 -1.70 -2.27  -0.3735
C: -1.26 -2.82 -1.73  0.5661
O: -1.86 -3.83 -1.96  -0.6158
O: -0.31 -2.77 -0.82  -0.2930
F: 0.02 0.03 -2.64  -0.3401
H: -0.24 -1.11 0.34  -0.1512
H: 1.20 -1.39 -0.78  -0.0054
H: -1.47 0.03 -1.53  0.5156
C: -5.53 -1.51 -2.14  -0.9641
O: -4.68 -0.43 -1.97  -0.1765
C: -5.21 0.73 -2.33  -0.4664
C: -4.28 1.84 -2.90  -0.7958
O: -3.38 2.12 -1.98  -0.1867
C: -2.27 2.89 -2.22  -0.6686
C: -1.54 3.30 -0.85  -0.8691
O: -1.10 2.15 -0.23  -0.1338
C: -0.66 2.47 1.03  -0.6598
H: -6.40 -1.11 -1.94  0.5315
H: -5.31 -2.24 -1.37  0.2766
H: -5.62 -1.78 -3.37  0.2257
H: -5.95 1.13 -1.55  0.2809
H: -5.68 0.61 -3.27  0.4260
H: -4.78 2.70 -3.07  0.3881
H: -3.58 1.48 -3.60  0.4229
H: -2.71 3.85 -2.78  0.3857
H: -1.55 2.40 -2.93  0.3272
H: -2.41 3.79 -0.47  0.3442
H: -0.76 3.89 -1.00  0.6802
H: 0.10 1.59 1.49  -0.0323
H: -1.40 2.35 1.72  0.4237
H: -0.18 3.54 1.20  0.2764

Computed, not measured: the molecule C2H7BrSi at a distorted geometry, with ωB97M-V/def2-TZVPD.

Output
HOMO, eV: -9.9297
Kohn-Sham gap, eV: 9.704
Energy relative to the best compared isomer or geometry (same formula, charge and spin), eV: 2.555
SMILES: C[C@@H]([SiH3])Br
E, hartree: -2943.83402

Last column: Mulliken charge in e.
Geometry (Å):
C: -0.05 -1.54 0.13  -0.9600
C: 0.37 -0.20 -0.36  -0.3894
Si: -0.64 1.42 0.09  0.4590
Br: 2.46 0.25 0.43  -0.2392
H: -0.28 -1.44 1.24  0.3053
H: -0.88 -1.93 -0.63  0.2774
H: 0.70 -2.19 -0.10  0.3947
H: 0.50 -0.04 -1.45  0.4344
H: -2.12 1.56 0.16  -0.1062
H: -0.04 1.88 1.46  -0.0694
H: -0.02 2.23 -0.99  -0.1066